Record 1
Entry from OMol25: C4H6FNO2 in the gas phase in a non-equilibrium geometry (ωB97M-V/def2-TZVPD).

CARTESIAN COORDINATES (ANGSTROEM)
C  1.05293  -1.24948  0.82588
C  0.39435  -0.25811  -0.03467
C  -0.93953  1.35438  -0.93789
C  -0.88936  0.44204  0.30911
H  2.13534  0.04713  1.79624
H  0.37215  -2.05873  1.12969
H  1.89867  -1.64811  0.27033
H  -1.85527  1.23986  -1.49145
H  -0.75245  2.42501  -0.76167
H  -0.84429  0.95334  1.27697
N  0.83927  -0.01970  -1.19693
O  1.51652  -0.61497  2.05043
O  0.06107  0.85929  -1.80288
F  -1.90668  -0.50090  0.35593

* Kohn-Sham gap: 0.3934 Ha
* molecular weight: 119.1 u
* SMILES: OCC1=NOC[C@H]1F
* energy relative to the best compared isomer or geometry (same formula, charge and spin): 245.0 kJ/mol

---

Record 2
Entry from OMol25: C3H5FN2 in the gas phase in a non-equilibrium geometry (ωB97M-V/def2-TZVPD).

CARTESIAN COORDINATES (ANGSTROEM)
C  -0.44821  -0.39471  -0.15680
C  0.67115  0.61953  -0.12633
C  1.84317  0.58037  0.52254
H  -2.43170  -0.56026  -0.46010
H  -1.89168  0.97802  -0.44492
H  -1.04414  -2.17689  0.07309
H  0.43893  1.53035  -0.68412
H  2.54613  1.39621  0.47686
N  -1.68562  0.05129  -0.69073
N  -0.25997  -1.58679  0.21424
F  2.26195  -0.43711  1.27626

* Kohn-Sham gap: 0.3796 Ha
* molecular weight: 88.1 u
* SMILES: [H]/N=C(N)/C=C\F
* energy relative to the best compared isomer or geometry (same formula, charge and spin): 36.5 kJ/mol

---

Record 3
Entry from OMol25: 8 unconnected molecules or ions with the total composition C37H97N9O12 in a non-equilibrium geometry (ωB97M-V/def2-TZVPD).

CARTESIAN COORDINATES (ANGSTROEM)
C  1.79545  8.37574  -21.02551
O  2.63610  7.64731  -21.55943
N  0.75422  8.92137  -21.72044
N  1.88679  8.76831  -19.72689
H  0.54524  8.54041  -22.62308
H  0.23404  9.69376  -21.35459
H  1.06323  9.23915  -19.39704
H  2.53346  8.34509  -19.07707
C  1.34215  -1.04108  -17.34395
O  1.41553  0.28944  -16.79642
C  2.58596  0.49650  -15.98969
C  2.26812  1.86947  -15.39146
N  2.52415  2.86116  -16.44236
C  2.12138  4.19614  -15.99376
C  2.05589  5.15331  -17.17915
O  1.02906  4.80453  -18.07698
C  1.41586  4.63559  -19.41774
H  2.29817  -1.35060  -17.78292
H  0.63366  -1.05610  -18.16515
H  1.16847  -1.63115  -16.44158
H  3.46050  0.65197  -16.62192
H  2.65865  -0.30632  -15.25504
H  2.91442  2.16428  -14.55992
H  1.23698  1.94698  -15.03579
H  1.99348  2.67837  -17.28877
H  2.91456  4.55402  -15.33305
H  1.12447  4.11329  -15.54100
H  3.06164  5.08961  -17.60778
H  1.99537  6.18800  -16.82686
H  0.59002  4.71619  -20.12480
H  1.92376  3.67996  -19.55869
H  2.04157  5.42436  -19.86218
C  -1.70236  6.40793  -19.81439
O  -2.19591  7.02667  -18.66939
C  -1.32989  7.14311  -17.55129
C  -1.42339  5.88941  -16.69762
N  -2.68450  5.72370  -15.97335
C  -2.80457  6.68918  -14.87468
C  -4.27380  6.99546  -14.58296
O  -4.91927  7.50865  -15.70517
C  -6.32695  7.48226  -15.64923
H  -1.38561  5.36541  -19.73558
H  -0.86681  7.01129  -20.20097
H  -2.45030  6.43531  -20.60831
H  -1.69935  7.99660  -16.98366
H  -0.30811  7.30675  -17.91373
H  -0.50058  5.77535  -16.11609
H  -1.31108  5.01555  -17.34819
H  -3.36538  5.96371  -16.69587
H  -2.23852  7.61397  -15.02787
H  -2.37291  6.22203  -13.98591
H  -4.24538  7.62106  -13.68327
H  -4.68868  6.00785  -14.33813
H  -6.73806  8.28755  -15.03725
H  -6.63319  6.49111  -15.28914
H  -6.67777  7.52533  -16.68059
C  -3.85008  0.80314  -18.56846
O  -3.96971  0.98465  -17.16929
C  -2.91521  1.72300  -16.55359
C  -3.41668  1.96708  -15.10912
N  -2.77551  3.11239  -14.49945
C  -1.39937  2.77314  -14.09429
C  -0.76710  3.85286  -13.22977
O  0.53404  3.52367  -12.79938
C  1.08950  4.58265  -12.05058
H  -3.56558  1.76860  -19.00272
H  -4.79026  0.44353  -18.98139
H  -3.08904  0.02721  -18.72374
H  -2.81661  2.65752  -17.11384
H  -1.99652  1.12902  -16.49072
H  -3.45564  1.07113  -14.49140
H  -4.47976  2.20785  -15.22259
H  -2.76727  3.97336  -15.04664
H  -0.84023  2.69399  -15.03592
H  -1.31042  1.85040  -13.51866
H  -1.45248  4.05916  -12.39796
H  -0.76668  4.78405  -13.81387
H  2.15628  4.37482  -11.96266
H  0.77639  4.61303  -11.00032
H  0.91003  5.57301  -12.47033
C  12.61977  -3.92351  -12.47133
O  12.14666  -3.56366  -13.75770
C  10.74764  -3.72752  -13.93332
C  10.00724  -2.41294  -14.08770
N  10.51382  -1.68250  -15.24648
C  9.78251  -0.46228  -15.51979
C  8.44907  -0.77077  -16.20614
O  7.63000  0.37801  -16.30636
C  6.52173  0.10475  -17.12632
H  11.95836  -3.57616  -11.67479
H  13.61613  -3.51572  -12.31614
H  12.70948  -5.01110  -12.39206
H  10.28255  -4.37092  -13.18347
H  10.71899  -4.19337  -14.92757
H  10.24681  -1.82436  -13.18673
H  8.94981  -2.66636  -14.15320
H  11.50738  -1.57439  -15.09888
H  10.36967  0.09747  -16.25095
H  9.66030  0.19925  -14.65219
H  7.94577  -1.62359  -15.73409
H  8.66694  -1.03401  -17.25034
H  5.80446  -0.64326  -16.76064
H  6.77983  -0.27161  -18.12123
H  5.93845  1.02397  -17.18433
C  6.49878  8.19359  -18.71981
C  5.19396  7.65218  -19.23086
C  5.32477  6.49881  -20.22522
O  5.93164  5.37665  -19.54478
C  5.36926  4.14727  -19.93265
N  4.24206  7.37216  -18.15426
H  7.25237  8.37886  -19.48496
H  7.00754  7.53164  -18.01063
H  6.28040  9.13721  -18.21406
H  4.76659  8.46970  -19.82862
H  5.98336  6.67161  -21.08450
H  4.36366  6.21104  -20.65572
H  4.28786  4.08907  -19.79077
H  5.70939  3.34838  -19.26370
H  5.71591  3.87192  -20.93260
H  4.80084  7.04959  -17.36852
H  3.66429  6.60065  -18.45812
C  4.38586  -4.57057  -15.25690
C  5.29701  -4.72182  -14.03440
C  5.78707  -3.35126  -13.56331
O  4.74315  -2.42669  -13.45097
C  5.18952  -1.08333  -13.48905
N  4.53738  -5.52000  -13.02602
H  4.88800  -4.42672  -16.22013
H  3.74717  -3.67732  -15.23459
H  3.61970  -5.32044  -15.46810
H  6.08143  -5.40871  -14.36263
H  6.52256  -3.09736  -14.33953
H  6.33204  -3.46917  -12.61768
H  4.71949  -0.47363  -14.26074
H  6.26808  -0.95621  -13.62509
H  5.00415  -0.66041  -12.49764
H  3.59652  -5.10687  -13.08611
H  4.71174  -5.07731  -12.11387
C  7.93903  5.22321  -15.33931
C  7.04463  3.98111  -15.34918
C  7.55885  2.80884  -14.52606
O  7.71676  3.17494  -13.16232
C  8.88423  2.75841  -12.55499
N  5.75846  4.44681  -14.76400
H  7.36520  6.10414  -15.63222
H  8.87938  5.05459  -15.86420
H  8.19232  5.53864  -14.32163
H  6.90864  3.60916  -16.37029
H  8.57113  2.53539  -14.84655
H  6.94311  1.91490  -14.63010
H  9.78581  3.25514  -12.94322
H  9.06686  1.67487  -12.62101
H  8.92835  2.94661  -11.47986
H  5.19598  4.84450  -15.51699
H  5.21473  3.59675  -14.59008

* Kohn-Sham gap: 0.3156 Ha
* molecular weight: 860.2 u
* SMILES: COC[C@H](C)N.COC[C@H](C)N.COC[C@H](C)N.COCCNCCOC.COCCNCCOC.COCCNCCOC.COCCNCCOC.NC(N)=O
* energy relative to the best compared isomer or geometry (same formula, charge and spin): 147.3 kJ/mol

---

molecular weight of number 3 (C37H97N9O12)? 860.2 u

---

The highest Kohn-Sham gap belongs to which entry? C4H6FNO2

---

The lowest Kohn-Sham gap belongs to which entry? C37H97N9O12